Entry 1:
This record from the Open Molecules 2025 dataset describes one molecule with the formula C19H17Cl3N2O4. The level of theory is ωB97M-V/def2-TZVPD.

Each line ends with the natural charge from an NBO analysis.
CARTESIAN COORDINATES (ANGSTROEM)
O  -1.216  -1.908  1.495  -0.5899
C  -0.641  -0.861  1.669  0.6751
N  -1.145  0.375  1.412  -0.6308
C  -2.419  0.637  0.895  0.1199
C  -2.537  1.565  -0.137  -0.2092
C  -3.775  1.842  -0.687  -0.0443
C  -4.918  1.210  -0.221  -0.2409
C  -4.811  0.323  0.832  -0.2034
C  -3.577  0.046  1.407  -0.0492
Cl  -3.527  -0.969  2.795  0.0389
H  -5.692  -0.152  1.233  0.2326
H  -5.878  1.422  -0.664  0.2309
Cl  -3.891  2.983  -1.977  0.0084
H  -1.645  2.048  -0.506  0.2518
H  -0.461  1.109  1.260  0.4407
C  0.757  -0.826  2.294  -0.1832
H  0.633  -0.882  3.382  0.2168
H  1.322  -1.700  1.955  0.2384
O  1.473  0.367  1.997  -0.5165
C  2.662  0.255  1.391  0.8260
O  3.170  -0.794  1.091  -0.6214
C  3.284  1.613  1.171  -0.5179
C  4.150  1.635  -0.088  -0.4016
H  4.792  2.516  -0.076  0.2176
H  4.782  0.744  -0.096  0.2198
C  3.297  1.674  -1.359  -0.2263
N  2.468  0.501  -1.512  -0.5988
C  1.171  0.484  -1.146  0.6767
O  0.592  1.480  -0.734  -0.6770
C  0.475  -0.826  -1.291  -0.1950
C  1.086  -2.032  -0.957  -0.1378
C  0.371  -3.213  -1.008  -0.2409
C  -0.957  -3.193  -1.405  -0.0095
C  -1.575  -2.004  -1.760  -0.2234
C  -0.857  -0.827  -1.697  -0.1497
H  -1.327  0.106  -1.964  0.2328
H  -2.609  -1.999  -2.065  0.2331
Cl  -1.849  -4.662  -1.455  0.0235
H  0.835  -4.145  -0.727  0.2301
H  2.107  -2.052  -0.603  0.2259
H  2.922  -0.366  -1.753  0.4066
H  2.621  2.532  -1.325  0.2281
H  3.943  1.762  -2.237  0.2048
H  3.902  1.822  2.049  0.2462
H  2.493  2.361  1.122  0.2418

Forces on atoms 1 to 2 (eV/Å):
0.12 -0.12 0.03
0.56 -0.02 0.04

Output
structure (SMILES) = O=C(COC(=O)CCCNC(=O)c1ccc(Cl)cc1)Nc1cc(Cl)ccc1Cl
frontier orbital gap = 0.3403 Eh

Entry 2:
This record from the Open Molecules 2025 dataset describes C9H8N2O5Rh as an isolated structure. The level of theory is ωB97M-V/def2-TZVPD.

Each line ends with the natural charge from an NBO analysis.
CARTESIAN COORDINATES (ANGSTROEM)
Rh  1.330  -0.772  -1.058  1.3995
O  2.887  2.808  -0.441  -0.5038
C  2.257  1.817  -0.661  0.7367
O  2.736  0.599  -0.853  -0.6953
C  0.739  1.889  -0.829  0.1109
C  -0.068  3.008  -0.874  -0.1702
C  -1.425  2.830  -1.135  -0.1130
C  -1.966  1.563  -1.359  -0.1693
C  -1.116  0.477  -1.307  0.0870
N  0.167  0.705  -1.034  -0.3092
C  -1.442  -0.992  -1.542  0.7392
O  -2.575  -1.363  -1.635  -0.5144
O  -0.363  -1.773  -1.566  -0.7787
H  0.370  3.984  -0.718  0.2753
H  -2.074  3.694  -1.174  0.2541
H  -3.013  1.411  -1.577  0.2728
C  0.800  -1.980  2.970  -0.6956
C  0.540  -1.958  1.503  0.7081
N  -0.322  -2.775  0.959  -0.7283
O  1.237  -1.102  0.849  -0.5817
H  0.241  -2.770  3.466  0.2427
H  0.523  -1.013  3.389  0.2708
H  1.867  -2.118  3.136  0.2747
H  -0.828  -3.424  1.540  0.4323
H  -0.503  -2.742  -0.049  0.4552

Forces on atoms 1 to 2 (eV/Å):
0.07 -0.12 -0.24
0.02 -0.10 0.01

Output
total charge = +1
frontier orbital gap = 0.2859 Eh

Entry 3:
This record from the Open Molecules 2025 dataset describes an isolated ion of composition C6H10 and charge -1. The level of theory is ωB97M-V/def2-TZVPD.

Each line ends with the natural charge from an NBO analysis.
CARTESIAN COORDINATES (ANGSTROEM)
C  0.912  1.380  -0.318  -0.2957
C  0.995  1.631  -1.619  -0.5139
C  -1.138  0.134  0.063  -0.3133
C  0.183  0.214  0.305  -0.1169
C  1.074  -0.731  1.076  -0.9690
C  -1.848  -1.205  0.269  -0.7447
H  1.561  1.873  0.390  0.1775
H  0.306  1.146  -2.309  0.1828
H  1.871  2.124  -2.011  0.1886
H  -1.598  0.919  -0.520  0.1937
H  1.978  -0.953  0.496  0.2137
H  0.659  -1.735  1.171  0.2052
H  1.208  -0.233  2.040  0.1969
H  -2.272  -1.365  1.259  0.2039
H  -1.211  -2.064  0.157  0.1988
H  -2.679  -1.134  -0.449  0.1924

Forces on atoms 1 to 2 (eV/Å):
0.20 -1.21 1.16
-0.15 -0.40 -0.20

Output
total charge = -1
<S²> = 0.75
energy above the lowest of the compared OMol25 structures with the same formula, charge and spin = 28.02 kcal per mole
2S+1 = 2
frontier orbital gap (spin up / spin down) = 0.1043 / 0.3426 Eh

| no. | E_tot (eV) | maximum force (eV/A) |
| --- | --- | --- |
| 1 | -68718.7020 | 0.79 |
| 2 | -25681.9058 | 0.28 |
| 3 | -6380.9089 | 2.40 |